{"formula": "C20H41BO10PS", "method": "the ωB97M-V functional and the def2-TZVPD basis", "elements": ["S", "P", "O", "O", "O", "O", "O", "O", "O", "O", "O", "O", "C", "C", "C", "C", "C", "C", "C", "C", "C", "C", "C", "C", "C", "C", "C", "C", "C", "C", "C", "C", "B", "H", "H", "H", "H", "H", "H", "H", "H", "H", "H", "H", "H", "H", "H", "H", "H", "H", "H", "H", "H", "H", "H", "H", "H", "H", "H", "H", "H", "H", "H", "H", "H", "H", "H", "H", "H", "H", "H", "H", "H", "H"], "xyz": [[-2.8158, -1.5222, -0.2813], [-1.8038, -0.5291, -1.6595], [-3.7458, 1.6479, -0.6190], [4.5325, 1.8199, 4.7964], [-0.2456, 1.7372, -1.8033], [1.7059, 2.6956, -0.6937], [5.3607, 3.4252, 3.4454], [0.3616, 0.7428, 0.1738], [1.9024, -3.1800, -2.8568], [-4.9924, 0.0653, -2.6722], [-5.4346, -3.1410, -1.8690], [6.4742, 2.8193, 5.3095], [-5.4071, 1.4112, -2.5041], [-6.0635, -0.8415, -2.4218], [7.2570, 1.4692, 7.1707], [-2.6859, 2.1711, -1.4028], [2.0547, -0.9676, -1.6928], [2.1535, 2.8065, 0.6377], [-5.6703, -2.2677, -2.9604], [1.7751, -1.7596, -3.0222], [5.1253, 1.0757, 5.8610], [-1.4237, 1.2524, -1.1980], [-4.4534, -4.1058, -2.1918], [-5.0010, 2.0500, -1.1200], [-0.9309, 1.2967, 0.3195], [5.4446, 2.7557, 4.4183], [-3.8793, -4.7918, -0.8947], [6.0693, 2.0793, 6.4627], [3.3184, 1.8074, 1.0094], [0.6597, -3.8472, -2.9554], [1.9714, 0.5824, -1.9693], [2.9155, 0.8417, 2.1991], [0.9741, 1.4332, -0.9588], [7.9322, 2.2510, 7.5226], [-2.3858, 3.1952, -1.0964], [4.1935, 2.3940, 1.3678], [5.6315, 0.2046, 5.4343], [-6.5231, -2.6685, -3.5634], [-6.1603, -0.9557, -1.3210], [4.3663, 0.7382, 6.5657], [0.8906, -4.9022, -3.2343], [-1.5855, 0.7346, 1.0156], [3.6649, 1.2083, 0.1475], [-3.5892, -3.6477, -2.7286], [6.9372, 0.8730, 8.0264], [-2.4756, -0.5108, -2.9245], [1.5702, 0.6981, -3.0072], [0.1206, -3.8656, -1.9836], [1.3380, 2.7712, 1.3967], [-4.8385, -4.9259, -2.8396], [3.0209, 0.9589, -1.9657], [-4.7886, -2.1546, -3.6253], [-3.8488, -5.8941, -1.0059], [5.5442, 2.7665, 7.1348], [-5.1297, 3.1606, -1.1357], [-4.4822, -4.4987, -0.0100], [2.2461, 1.4306, 2.8610], [-5.7535, 1.6849, -0.3813], [3.0546, -1.2875, -1.3153], [-0.0065, -3.4539, -3.7531], [-7.0035, -0.5395, -2.9303], [-4.8698, 1.9984, -3.2839], [-2.8567, -4.4065, -0.7261], [2.6006, 3.8282, 0.7287], [-2.8937, 2.1881, -2.4943], [-6.5082, 1.4784, -2.6244], [-0.9894, 2.3394, 0.7144], [2.5237, -1.4210, -3.7754], [2.4099, -0.0295, 1.7449], [7.8335, 0.8359, 6.4937], [3.8269, 0.5176, 2.7453], [1.3222, -1.3340, -0.9383], [0.7664, -1.5234, -3.4236], [-0.6080, -1.2687, -1.8692]], "lowdin_charge": [0.191, 0.564, -0.167, 0.049, -0.011, -0.024, 0.177, -0.013, -0.206, -0.194, -0.185, 0.082, -0.193, -0.173, -0.028, -0.169, -0.190, -0.236, -0.189, -0.254, -0.102, -0.536, -0.304, -0.191, -0.170, -0.546, -0.105, -0.348, -0.186, -0.146, -0.062, -0.102, -0.949, 0.084, 0.140, 0.077, 0.142, 0.121, 0.134, 0.140, 0.083, 0.093, 0.095, 0.102, 0.088, -0.007, 0.096, 0.087, 0.104, 0.109, 0.089, 0.121, 0.060, 0.158, 0.127, 0.075, 0.070, 0.124, 0.108, 0.083, 0.116, 0.116, 0.023, 0.112, 0.120, 0.116, 0.133, 0.120, 0.065, 0.090, 0.047, 0.094, 0.090, -0.032], "charge": -1, "mol_weight_g_mol": 515.4, "homo_ha": -0.17747, "energy_ev": -62681.354, "fmax_ev_per_a": 2.529}

---

{"formula": "C20H41IrN2OP3", "method": "the ωB97M-V functional and the def2-TZVPD basis", "elements": ["Ir", "P", "P", "P", "O", "N", "N", "C", "C", "C", "C", "C", "C", "C", "C", "C", "C", "C", "C", "C", "C", "C", "C", "C", "C", "C", "C", "H", "H", "H", "H", "H", "H", "H", "H", "H", "H", "H", "H", "H", "H", "H", "H", "H", "H", "H", "H", "H", "H", "H", "H", "H", "H", "H", "H", "H", "H", "H", "H", "H", "H", "H", "H", "H", "H", "H", "H", "H"], "xyz": [[0.1971, 0.0370, 0.6618], [1.5599, -0.8382, 2.1675], [1.6248, 1.9157, 0.5652], [-0.6388, -2.2149, 0.3480], [-0.9460, 1.0249, -0.9051], [-1.2547, 0.8648, 1.9325], [-1.5794, 0.3355, 3.1231], [2.4636, 0.2084, 3.4094], [1.4955, 2.9914, 2.0566], [-0.8134, 1.7484, -5.5289], [3.4007, 1.6141, 0.2434], [-1.0552, 0.5526, -2.1224], [-1.9812, 2.0008, 1.7821], [0.4685, -3.5577, -0.2206], [1.1393, 3.0635, -0.7707], [-1.8489, 2.3690, -4.9841], [-2.7672, 2.1358, 2.9212], [0.0880, 0.1054, -2.8525], [-1.6351, -2.9722, 1.7183], [-2.0280, -2.3039, -0.8408], [1.0804, -2.1508, 3.3775], [2.9640, -1.6904, 1.3841], [-1.3650, -1.1439, -4.3275], [-2.4633, -0.4094, -3.8366], [-2.3556, 0.3217, -2.6815], [-0.0732, -0.8123, -3.8864], [-2.5068, 1.0693, 3.7549], [-3.4287, -0.3864, -4.3961], [-3.2045, 0.7722, -2.1592], [-1.1105, -3.7860, 2.2290], [1.2852, 2.5919, -1.7527], [-1.1002, -0.5062, 3.4452], [2.4894, 3.3792, 2.3113], [-0.9493, 0.8306, -6.1235], [3.0236, 1.0318, 2.9520], [0.6627, -1.7121, 4.2925], [0.7583, -0.7999, -0.6661], [3.9408, 1.2660, 1.1231], [-1.6940, -2.2031, -1.8756], [-2.5552, -3.2572, -0.7197], [1.2210, -3.1781, -0.9136], [3.5881, -0.9951, 0.8149], [-1.8837, 2.5981, 0.8915], [0.2143, 2.1481, -5.5438], [3.5249, 0.8889, -0.5636], [-2.9211, 0.8103, 4.7247], [-1.9717, -2.2245, 2.4447], [0.0779, 3.3239, -0.6553], [0.9678, -4.0600, 0.6100], [-1.7474, 3.2654, -4.3591], [1.0816, 2.4725, 2.9274], [2.6295, -2.5113, 0.7417], [-2.9011, 2.1256, -5.2369], [-3.4533, 2.9409, 3.1023], [1.0893, 0.3732, -2.5315], [0.8155, -1.2138, -4.3814], [0.3707, -2.8689, 2.9644], [1.9833, -2.7053, 3.6682], [-0.1541, -4.2776, -0.7564], [-1.4954, -1.9210, -5.1009], [0.8326, 3.8307, 1.8179], [-2.5387, -3.4008, 1.2692], [1.7594, 3.9693, -0.6977], [3.8226, 2.5677, -0.0797], [3.1796, -0.4428, 3.9342], [3.5682, -2.1190, 2.1934], [-2.7167, -1.4897, -0.5942], [1.7693, 0.6077, 4.1608]], "lowdin_charge": [0.928, 0.588, 0.742, 0.761, -0.239, -0.197, 0.018, -0.218, -0.196, 0.176, -0.205, -0.395, -0.067, -0.204, -0.218, 0.184, 0.016, -0.029, -0.198, -0.210, -0.217, -0.205, -0.005, -0.053, 0.000, -0.032, 0.031, 0.160, 0.155, 0.069, 0.048, 0.131, 0.087, 0.124, 0.023, 0.070, -0.016, 0.051, 0.040, 0.084, 0.053, 0.044, 0.117, 0.140, 0.062, 0.166, 0.043, 0.052, 0.067, 0.131, 0.036, 0.035, 0.139, 0.134, 0.105, 0.146, 0.002, 0.083, 0.082, 0.159, 0.071, 0.071, 0.090, 0.083, 0.085, 0.086, 0.067, 0.066], "s_squared": 8.793, "charge": 4, "mol_weight_g_mol": 610.7, "homo_ha": [-0.64065, -0.77652], "multiplicity": 6, "energy_ev": -57090.792, "fmax_ev_per_a": 5.494}

---

{"formula": "C20H42AsCl16F6N2O2", "method": "the ωB97M-V functional and the def2-TZVPD basis", "elements": ["As", "Cl", "Cl", "Cl", "Cl", "Cl", "Cl", "Cl", "Cl", "Cl", "Cl", "Cl", "Cl", "Cl", "Cl", "Cl", "Cl", "F", "F", "F", "F", "F", "F", "O", "O", "N", "N", "C", "C", "C", "C", "C", "C", "C", "C", "C", "C", "C", "C", "C", "C", "C", "C", "C", "C", "C", "C", "H", "H", "H", "H", "H", "H", "H", "H", "H", "H", "H", "H", "H", "H", "H", "H", "H", "H", "H", "H", "H", "H", "H", "H", "H", "H", "H", "H", "H", "H", "H", "H", "H", "H", "H", "H", "H", "H", "H", "H", "H", "H"], "xyz": [[0.2129, 0.4533, 0.0468], [6.7561, 1.7752, 4.9439], [7.1861, -3.1429, -5.5138], [8.9827, 3.0372, -1.0300], [-1.9934, 1.3577, 10.8779], [-0.6098, 7.9282, 3.9634], [-7.9991, 0.7527, 2.4205], [6.5969, 6.6171, -1.7026], [7.8944, -1.3386, 4.4769], [1.4531, 4.7220, -8.3206], [-10.4879, -1.5602, 1.6986], [2.3756, 7.3307, 4.0254], [-4.2476, -5.0952, -5.3223], [3.8486, -3.0219, -6.0442], [-6.6388, -5.5338, -3.0076], [4.4235, 3.4063, -7.3599], [-3.0952, 3.6687, 8.7940], [-0.8577, -0.9589, 0.3555], [0.4263, 0.4672, 1.8469], [1.4519, 1.7710, -0.1601], [-1.1330, 1.6739, 0.2733], [-0.1546, 0.3293, -1.6854], [1.5900, -0.7147, -0.1027], [-0.3944, -9.2727, 0.7878], [-7.7313, 3.9188, -5.8302], [1.4845, -9.8981, -0.0871], [-5.8313, 3.7531, -4.7782], [-0.0842, 6.2778, 3.7370], [-6.9465, 3.2460, -5.1987], [5.8537, 0.3185, 5.4178], [-7.9133, -1.0679, 2.6073], [0.7637, -9.0310, 0.5885], [5.8968, -3.3242, -4.2881], [-9.2711, -1.7815, 3.0140], [1.3163, 6.0063, 4.3593], [-4.0536, -4.5627, -3.6256], [1.3532, -7.6448, 0.9928], [7.6143, 5.4366, -0.8268], [-3.1379, 1.8894, 8.4872], [6.1920, -0.8887, 4.5257], [-3.4399, 1.2452, 9.8334], [4.5889, -3.9551, -4.7730], [2.9488, 3.4896, -6.3362], [1.6997, 3.4179, -7.1742], [-7.1605, 1.6925, -4.9950], [-4.9029, -5.4373, -2.6070], [8.4053, 4.5820, -1.7977], [2.4888, -9.7977, -0.1249], [5.6291, -1.7614, 4.8571], [-2.1806, 1.5397, 8.1009], [1.0102, -10.7283, -0.4127], [-4.9063, -5.0360, -1.5935], [2.9707, 2.5980, -5.7096], [8.2748, 6.0002, -0.1678], [-5.1542, 3.2200, -4.2514], [-6.6204, 1.2111, -4.1798], [-4.1082, -3.4740, -3.6264], [-4.2648, 1.7270, 10.3583], [1.3233, 5.9336, 5.4468], [-0.1690, 6.1506, 2.6578], [6.2492, -3.7590, -3.3527], [7.8321, 4.1959, -2.6406], [0.8129, 3.4235, -6.5404], [-8.2070, 1.4596, -4.7981], [-5.6760, 4.7192, -5.0285], [-9.7074, -1.3430, 3.9115], [-4.0028, 1.8305, 7.8264], [-0.9314, 5.7015, 4.1089], [3.8697, -3.9270, -3.9545], [1.1818, -6.9264, 0.1912], [1.6243, 2.5110, -7.7740], [5.8388, -0.6261, 3.5285], [-7.4942, -1.4626, 1.6817], [-7.1972, -1.1925, 3.4196], [2.9282, 4.3740, -5.6994], [5.6794, -2.3020, -3.9781], [9.2104, 5.1454, -2.2695], [2.4293, -7.6165, 1.1642], [-3.0067, -4.7712, -3.4051], [4.8686, -4.9607, -5.0871], [6.9673, 4.8271, -0.1960], [-3.6053, 0.1716, 9.7429], [4.7799, 0.5002, 5.4643], [1.0038, -7.2264, 1.9367], [-9.0996, -2.8511, 3.1345], [-6.9505, 1.3129, -5.9949], [-4.6111, -6.4855, -2.5414], [1.6620, 5.1377, 3.7988], [6.0268, 0.2233, 6.4898]], "lowdin_charge": [0.916, 0.528, 0.518, 0.508, 0.519, 0.518, 0.476, 0.539, 0.536, 0.542, 0.495, 0.551, 0.502, 0.570, 0.496, 0.514, 0.508, -0.319, -0.329, -0.320, -0.326, -0.296, -0.326, 0.037, 0.021, 0.151, 0.161, -0.671, -0.634, -0.663, -0.605, -0.628, -0.675, -0.607, -0.668, -0.617, -0.002, -0.664, -0.619, -0.678, -0.672, -0.690, -0.635, -0.712, 0.001, -0.626, -0.645, 0.106, 0.069, 0.072, 0.118, 0.060, 0.075, 0.069, 0.117, 0.066, 0.068, 0.062, 0.066, 0.067, 0.075, 0.055, 0.072, 0.070, 0.123, 0.059, 0.065, 0.064, 0.073, 0.081, 0.066, 0.073, 0.062, 0.056, 0.078, 0.059, 0.072, 0.060, 0.058, 0.070, 0.066, 0.065, 0.076, 0.077, 0.064, 0.076, 0.059, 0.075, 0.059], "charge": -1, "mol_weight_g_mol": 1098.7, "homo_ha": -0.30190, "energy_ev": -306005.713, "fmax_ev_per_a": 3.509}